(1)
{"formula": "C31H24F17NO9S2", "method": "ωB97M-V/def2-TZVPD", "e_homo_ha": -0.34707, "gap_ev": 7.07, "charge": 0, "elements": ["F", "C", "C", "H", "C", "H", "C", "O", "H", "F", "O", "F", "H", "F", "N", "H", "C", "H", "F", "H", "C", "H", "H", "H", "O", "C", "C", "H", "O", "F", "O", "S", "F", "H", "C", "H", "H", "O", "F", "H", "C", "C", "F", "C", "C", "F", "F", "C", "C", "H", "C", "H", "C", "H", "C", "C", "H", "C", "F", "C", "C", "C", "H", "C", "C", "C", "F", "O", "H", "C", "H", "C", "F", "F", "F", "H", "F", "C", "H", "C", "O", "C", "S", "O"], "xyz": [[1.9400, -9.9222, 4.6057], [3.9954, 3.1325, 1.6444], [-1.2147, -1.2943, -2.5856], [1.8835, 3.6882, 4.3366], [-1.5113, 7.3654, -0.1148], [-2.1722, 7.5288, 2.7180], [2.9247, -6.2743, 1.7829], [-5.1212, -3.8545, -3.3051], [-2.1227, 1.7291, -4.9809], [5.5508, -4.1578, -0.4006], [-4.5728, 5.6067, 3.1998], [1.7576, -5.3546, 2.0626], [-3.1046, 9.1297, 2.2734], [4.0626, -1.7403, 0.3202], [3.7213, 3.4936, 3.0628], [-4.1123, 5.5031, 4.1052], [-2.1050, 4.4605, -3.2704], [-3.5935, 8.3167, -0.1734], [5.4242, -6.1163, 1.5770], [-3.9522, -2.0456, -1.3303], [-1.0090, 0.2816, -2.2183], [-2.7946, -1.1909, -4.3553], [-1.0692, 8.3858, -0.5419], [-0.3538, -1.5836, -3.3599], [-2.4980, 4.4893, -4.5461], [-0.1052, 5.0616, -0.9023], [4.2177, -4.8483, -0.2171], [-4.2280, -0.3531, -2.3099], [1.0330, 5.5980, -0.4557], [3.0067, -11.0264, 2.7780], [-5.2639, -1.8715, -5.0150], [-4.6962, 7.2628, 2.7795], [4.4999, -8.8952, 4.3075], [-0.0605, -1.3420, 0.2043], [2.3986, -9.7132, 3.2040], [1.2877, -2.1063, -1.6716], [3.4827, 2.4089, -0.6104], [-6.7950, -1.9135, -2.8083], [3.2988, -3.5965, -2.1837], [-3.1839, 6.5910, -2.4781], [-3.0597, 7.9735, 2.0976], [-0.3638, 3.4858, -1.2821], [1.6879, -4.6707, -0.7937], [3.1682, -7.0544, 3.2424], [-3.0359, 7.5369, 0.4990], [2.4426, -7.2077, 0.7393], [4.0530, -6.3097, 4.1663], [1.9122, -1.4167, -0.9364], [-1.3894, 3.1644, -2.5195], [2.6356, -0.6943, -1.5239], [2.8109, -2.4655, 0.0082], [-0.8197, 7.1119, 0.8244], [4.1679, -5.3070, 1.3489], [5.1573, 3.1935, 1.3630], [3.6506, -8.6096, 3.0897], [1.4253, 2.6121, 0.6824], [-5.1950, -0.8703, -5.1055], [2.2433, 3.4182, 3.2282], [4.2882, -6.0048, -1.1896], [-2.6314, -1.6984, -3.2877], [-1.3823, 6.1027, -1.1550], [0.3712, 2.1953, -0.5121], [1.1922, -0.1518, 0.9559], [3.0340, 2.6834, 0.4438], [-3.9674, -1.4927, -2.3616], [-2.3016, 5.8078, -2.2990], [1.2943, -9.4483, 2.2550], [-5.2234, 8.0341, 4.0169], [-1.0830, -2.0083, -1.6418], [2.9899, -3.9064, -0.7364], [-2.5702, -2.8667, -3.5250], [-1.6682, 1.5781, -2.9705], [4.3419, -4.1038, 2.2470], [1.8100, -7.0713, 3.9045], [2.0435, -2.5365, 1.3077], [-0.0604, 3.0885, 2.5562], [4.5279, -8.8923, 1.9275], [0.8010, -0.5628, -0.0713], [-3.5163, 6.4493, 0.4651], [0.0353, 0.6175, -0.9556], [-5.7655, 7.3261, 1.6208], [1.0642, 3.0483, 2.2073], [-5.3952, -2.3075, -3.3363], [-2.5652, 1.3972, -4.1217]]}



(2)
{"formula": "C31H24IrN4O7P", "method": "ωB97M-V/def2-TZVPD", "multiplicity": 2, "e_homo_ha": [-0.44103, -0.44071], "gap_ev": [8.62, 7.35], "s2": 0.755, "charge": 1, "elements": ["H", "C", "C", "N", "C", "C", "C", "O", "H", "C", "C", "C", "O", "C", "H", "C", "H", "H", "C", "H", "O", "C", "C", "C", "C", "H", "H", "N", "H", "H", "H", "C", "H", "H", "C", "H", "H", "H", "N", "H", "C", "C", "H", "H", "O", "C", "C", "H", "P", "C", "C", "O", "Ir", "H", "C", "C", "H", "H", "N", "C", "C", "C", "O", "O", "C", "C", "H", "C"], "xyz": [[-4.6106, -1.1483, 0.0470], [-0.4751, 2.6176, 0.9711], [0.0290, 2.7705, 2.2613], [1.3111, -4.2251, -1.2358], [2.2526, 2.3860, -0.0710], [3.2702, 1.5018, -0.4267], [0.6010, -5.0378, -2.2229], [-1.1624, 0.0316, -1.8902], [0.5620, 1.4764, -3.3118], [-0.2603, 3.2113, -4.2538], [-2.7186, 2.8688, 1.8337], [0.1317, 2.4544, -3.1630], [3.7210, -0.6525, -1.3126], [2.9430, 0.2610, -1.2024], [-2.3229, -1.0906, 3.7178], [-3.6055, -1.1715, 1.9707], [3.8546, -2.1646, 2.0838], [3.8840, -4.3255, 0.9013], [4.9003, 3.0078, 0.4906], [-3.7863, 2.9046, 1.6617], [0.4450, -0.5589, 3.5323], [-2.5255, -0.7177, -0.0953], [-2.3997, -0.9950, 2.6442], [2.5309, -2.6244, 0.6199], [3.8958, 3.9111, 0.8021], [4.1382, 4.8606, 1.2601], [0.3023, -4.4037, -3.0523], [3.0910, -1.8317, 1.5236], [-2.2683, 2.5036, -0.2235], [2.6483, -0.9509, 1.7494], [-0.2910, -5.4806, -1.7824], [-0.9901, 4.9726, -2.7909], [-0.4311, 3.1168, 4.3193], [1.2675, -5.8199, -2.5755], [2.5713, 3.6030, 0.5304], [-4.4987, -1.4131, 2.5313], [1.0907, 2.6895, 2.4503], [2.7247, -5.6804, -0.8160], [-1.3888, -0.5765, 0.5774], [5.9311, 3.2514, 0.7099], [2.3974, -4.6817, -0.5616], [-1.2826, -0.6890, 1.8956], [5.3552, 1.0945, -0.4016], [-0.1271, 2.8132, -5.2504], [0.9295, 0.0106, 1.4314], [4.5880, 1.8040, -0.1215], [-0.6090, 4.2221, -1.6919], [-0.7416, 4.6357, -0.7007], [0.5236, 2.0500, -0.4259], [-0.8208, 4.4672, -4.0716], [3.0257, -3.9415, 0.3727], [1.7476, 0.3301, -1.7785], [0.2209, -0.1799, -0.4973], [-1.1253, 5.0551, -4.9272], [-1.8597, 2.6486, 0.7703], [-2.3645, -0.4433, -1.5763], [-1.4203, 5.9538, -2.6423], [1.7923, 4.3099, 0.7869], [1.4864, -2.1794, -0.0801], [-0.0514, 2.9530, -1.8708], [-3.6823, -1.0301, 0.5877], [-2.2053, 3.0487, 3.1123], [-0.2027, -2.5326, -1.4737], [-3.2699, -0.5738, -2.3467], [0.8247, -2.9690, -0.9504], [0.1159, -0.4235, 2.3840], [-2.8731, 3.2250, 3.9453], [-0.8350, 2.9960, 3.3232]]}



(3)
{"formula": "C31H24N7O4SSr", "method": "ωB97M-V/def2-TZVPD", "e_homo_ha": -0.34025, "gap_ev": 5.48, "charge": 1, "elements": ["C", "H", "N", "C", "H", "H", "C", "C", "C", "C", "C", "H", "N", "C", "H", "C", "H", "C", "C", "H", "H", "H", "H", "H", "S", "H", "H", "C", "C", "O", "N", "H", "C", "H", "C", "C", "N", "H", "C", "C", "C", "O", "C", "O", "C", "N", "N", "H", "H", "C", "C", "H", "H", "H", "Sr", "C", "C", "C", "C", "C", "C", "C", "H", "C", "H", "N", "H", "O"], "xyz": [[-1.9592, 3.2771, 2.4169], [-5.7440, -4.0630, 0.4477], [-1.2507, 1.7032, 0.7194], [-3.5694, 2.6201, 4.1257], [0.2359, -0.2936, 4.1392], [-0.1091, 0.9900, -4.9489], [-1.9951, 1.9804, 1.7722], [-3.2297, -1.8351, 0.3437], [-4.1085, -4.0637, -0.9530], [1.4743, -0.1333, 2.5028], [0.2180, -0.2104, -3.5575], [-2.3646, -3.7297, -2.1599], [0.7804, -1.9306, -1.9840], [-2.6777, 3.5610, 3.5274], [-1.2973, 4.0252, 2.0026], [2.4654, -3.2851, -3.6690], [-0.5403, -0.5771, 2.6500], [-4.8360, -3.5687, 0.1265], [-0.5850, 2.7548, 0.0343], [-2.3889, 3.4264, -0.9058], [-1.2566, 5.1437, -2.2786], [3.1354, -3.8233, -4.3258], [6.6629, 0.9583, 0.2919], [5.7906, 0.8691, 2.5948], [2.8962, 0.2377, 3.4320], [-4.3728, 0.6595, 3.9056], [1.2021, 5.4260, -2.1336], [1.8170, -2.1423, -4.1154], [-3.6876, 1.4116, 3.5345], [-0.4408, 0.3939, -2.7447], [-2.5139, -2.2988, -0.6921], [1.3670, 2.3041, 0.7998], [2.9469, 0.0958, 0.8707], [-4.4260, -4.9420, -1.4960], [1.0319, -3.4142, -0.1047], [-2.9317, 1.0324, 2.3721], [-3.3110, -0.1679, 1.8878], [1.9576, -1.7685, -5.1190], [0.9811, -1.4954, -3.2214], [1.3880, -3.0295, -1.5511], [-2.9633, -3.3913, -1.3203], [1.5669, -4.5202, 0.3956], [0.7945, 2.9139, 0.1131], [0.3786, 0.1571, -4.8158], [0.7049, 4.6758, -1.5329], [1.6206, -0.1930, 1.2037], [-2.6493, -0.6528, 0.8970], [2.7909, -0.0131, -1.2768], [2.5058, 3.9921, -0.5924], [3.4448, 0.1561, -0.4289], [-1.3161, 3.5622, -0.8407], [-2.5699, 4.5428, 3.9742], [-4.9432, -2.0113, 1.6178], [-4.1428, 2.8844, 5.0021], [-0.5793, -0.4988, -0.3726], [3.7956, 0.3590, 1.9448], [5.6229, 0.7164, 0.4624], [1.4317, 3.8726, -0.6702], [-0.6768, 4.5172, -1.6122], [4.7792, 0.4663, -0.6226], [5.1360, 0.6676, 1.7572], [2.2500, -3.7389, -2.3770], [2.1442, -4.9641, -0.2396], [-4.4042, -2.4382, 0.7865], [2.7642, -4.6330, -2.0473], [0.2999, -0.3112, 3.1375], [5.1764, 0.5244, -1.6277], [0.2830, -2.7400, 0.5483]]}